Record 1
The following is a quantum chemistry calculation of C24H25BN9O4PtS as an isolated structure, from the Open Molecules 2025 dataset.

Geometry as XYZ:
```
65
C24H25BN9O4PtS | the Open Molecules 2025 dataset | the ωB97M-V functional and the def2-TZVPD basis
Pt 0.84 -0.35 -0.01
C -2.80 -1.01 2.20
C -1.86 -1.46 1.28
N -0.79 -0.66 1.32
N -1.01 0.30 2.23
C -2.22 0.10 2.79
B 0.07 1.37 2.61
N 0.30 2.29 1.36
C 0.19 3.60 1.16
C 0.71 3.91 -0.09
C 1.12 2.69 -0.61
N 0.89 1.72 0.28
N 1.42 0.64 2.86
C 2.33 0.82 3.83
C 3.42 0.02 3.57
C 3.11 -0.64 2.38
N 1.90 -0.25 1.96
N -0.41 2.10 3.82
C -0.45 1.66 5.11
C -1.30 2.47 5.81
C -1.78 3.39 4.85
N -1.26 3.15 3.66
H -3.74 -1.46 2.45
H -1.88 -2.31 0.61
H -2.57 0.75 3.57
H -0.25 4.22 1.92
H 0.78 4.88 -0.55
H 1.58 2.46 -1.56
H 2.16 1.51 4.64
H 4.31 -0.09 4.16
H 3.66 -1.37 1.82
H 0.12 0.80 5.43
H -1.54 2.42 6.86
H -2.47 4.20 4.99
O 3.70 -2.88 0.37
C 2.99 -2.71 -0.58
O 1.83 -2.06 -0.55
C 3.35 -3.27 -1.92
C 4.31 -4.24 -2.01
C 4.68 -4.75 -3.26
C 4.09 -4.27 -4.43
C 3.14 -3.28 -4.37
C 2.75 -2.77 -3.10
S 1.60 -1.56 -3.02
H 4.78 -4.60 -1.10
H 5.43 -5.52 -3.32
H 4.39 -4.67 -5.39
H 2.68 -2.89 -5.27
O -1.06 -1.73 -1.84
C -1.50 -0.59 -1.79
O -0.88 0.43 -1.32
C -2.92 -0.32 -2.28
N -3.31 1.10 -1.91
C -3.61 1.85 -3.19
C -4.06 0.75 -4.13
C -3.09 -0.39 -3.81
H -3.60 -1.00 -1.77
H -2.51 1.49 -1.40
H -4.13 1.10 -1.30
H -2.68 2.31 -3.51
H -4.34 2.63 -2.99
H -4.00 1.07 -5.17
H -5.09 0.46 -3.93
H -2.13 -0.22 -4.30
H -3.45 -1.36 -4.12
```

**Multiplicity**: 6
**Charge**: +2
**ΔE to the lowest compared entry with this formula, charge and spin**: 75.2 kJ/mol
**<S²>**: 8.79
**HOMO level (alpha / beta)**: -13.73 / -13.73 eV
**Frontier orbital gap (alpha / beta)**: 8.46 / 4.90 eV

Atomic partial charges in e from the Löwdin method, atoms 1 to 4: Pt 1.53; C -0.01; C -0.10; N -0.09



Record 2
The following is a quantum chemistry calculation of C24H25ClN2OPPrSe as an isolated structure at a distorted geometry, from the Open Molecules 2025 dataset.

Geometry as XYZ:
```
56
C24H25ClN2OPPrSe | the Open Molecules 2025 dataset | the ωB97M-V functional and the def2-TZVPD basis
Pr -0.50 -0.56 0.63
Cl 0.20 -2.96 0.08
C -0.02 1.95 0.13
O 0.27 3.07 0.06
P 0.06 0.15 -2.28
C -1.46 -0.25 -3.25
C 0.52 1.74 -3.07
C 1.30 -0.99 -2.98
C 1.72 1.93 -3.76
C 2.05 3.20 -4.27
C 1.18 4.28 -4.08
C -0.02 4.09 -3.39
C -0.35 2.83 -2.88
H 2.40 1.09 -3.91
H 2.98 3.33 -4.83
H 1.43 5.26 -4.50
H -0.71 4.93 -3.26
H -1.29 2.69 -2.35
C -2.40 -1.12 -2.66
C -3.61 -1.38 -3.31
C -3.87 -0.85 -4.58
C -2.92 -0.03 -5.19
C -1.72 0.28 -4.53
H -2.17 -1.60 -1.70
H -4.34 -2.03 -2.83
H -4.81 -1.10 -5.09
H -3.11 0.38 -6.19
H -1.00 0.95 -5.01
C 1.08 -1.70 -4.17
C 2.07 -2.56 -4.67
C 3.26 -2.75 -3.96
C 3.46 -2.07 -2.75
C 2.49 -1.19 -2.26
H 0.14 -1.58 -4.71
H 1.91 -3.08 -5.61
H 4.04 -3.42 -4.35
H 4.39 -2.22 -2.20
H 2.64 -0.67 -1.31
H -3.12 -3.81 -0.23
H -2.44 -4.12 -0.34
C 0.02 -2.63 3.74
N -0.29 -1.21 3.93
C -1.15 -0.68 4.88
C -1.02 0.67 4.85
N -0.05 0.96 3.90
C 0.48 2.29 3.65
C 0.41 -0.19 3.32
Se 1.88 -0.34 2.16
H -0.15 -2.94 2.70
H -0.63 -3.22 4.40
H 1.07 -2.83 3.99
H -1.78 -1.32 5.49
H -1.50 1.44 5.43
H -0.28 2.92 3.15
H 0.77 2.76 4.60
H 1.36 2.22 3.00
```

**Multiplicity**: 3
**Charge**: +2
**<S²>**: 2.01
**HOMO level (alpha / beta)**: -13.97 / -13.96 eV
**Frontier orbital gap (alpha / beta)**: 6.46 / 6.71 eV

Atomic partial charges in e from the Löwdin method, atoms 1 to 4: Pr 0.44; Cl 0.11; C -0.09; O 0.17